1.
{"formula": "C17H24N6O3", "method": "the ωB97M-V functional and the def2-TZVPD basis", "gap_ev": 7.61, "charge": 0, "e_homo_ev": -7.66, "e_above_lowest_kcal_mol": 230.0, "elements": ["C", "C", "C", "C", "C", "C", "C", "C", "C", "C", "C", "C", "C", "C", "C", "C", "C", "H", "H", "H", "H", "H", "H", "H", "H", "H", "H", "H", "H", "H", "H", "H", "H", "H", "H", "H", "H", "H", "H", "H", "H", "N", "N", "N", "N", "N", "N", "O", "O", "O"], "xyz": [[-1.854, 2.141, -0.049], [-0.959, 1.151, 0.490], [-3.007, 1.361, -0.592], [-3.895, 0.597, 0.344], [-4.273, 1.197, 1.730], [-5.977, 2.538, 0.461], [1.092, -0.034, -0.148], [2.071, 0.584, 0.802], [1.717, -0.294, -1.374], [2.301, -1.661, -1.066], [1.718, -2.813, -1.577], [3.714, -2.007, -0.816], [3.692, -3.508, -0.928], [4.960, -1.479, -0.362], [4.561, -4.393, -0.317], [6.006, -2.350, -0.270], [5.825, -3.737, -0.098], [-1.681, 3.190, -1.751], [-0.747, 3.929, -0.603], [-2.194, 2.641, 0.840], [-3.770, 2.102, -1.066], [-2.483, 0.705, -1.258], [-4.757, 0.124, -0.062], [-3.204, -0.104, 0.812], [-5.004, 0.145, 1.834], [-3.460, 1.197, 2.509], [-4.479, 3.215, 1.752], [-5.528, 4.429, 0.172], [-7.478, 1.759, -0.322], [-7.559, 1.562, 1.703], [-0.094, 1.363, -1.233], [0.580, -0.857, 0.457], [0.911, -0.216, -2.245], [2.537, 0.367, -1.557], [0.686, -2.792, -2.066], [2.359, -4.745, -1.922], [5.097, -0.360, -0.162], [4.512, -5.509, -0.439], [7.148, -2.001, -0.186], [6.586, -4.251, 0.371], [0.731, 0.689, 2.046], [-1.000, 2.929, -1.002], [-4.981, 2.367, 1.440], [-6.226, 3.665, -0.217], [-6.778, 1.284, 0.532], [-0.022, 0.946, -0.359], [2.514, -3.897, -1.347], [-1.087, 0.639, 1.649], [3.274, 0.527, 0.356], [1.638, 1.158, 1.954]], "forces_ev_per_a": [[-0.4, 1.5, 1.4], [0.0, -0.9, 3.4], [-2.5, 2.6, -2.0], [3.9, -1.0, 2.9], [-2.1, -5.0, -2.1], [0.7, 1.1, 2.0], [-4.8, 2.4, 4.4], [5.3, 0.4, -1.4], [-0.2, -2.6, -3.4], [1.6, -1.2, -3.6], [-1.7, 1.9, 0.5], [0.0, -2.8, 1.2], [1.4, 2.0, 2.0], [-1.3, 2.2, -1.1], [3.7, 1.0, -1.3], [3.2, -0.5, 1.2], [-2.8, 0.1, -0.5], [0.8, -0.1, 0.4], [-0.6, -2.8, -0.7], [-0.1, 1.1, 0.2], [1.7, -1.0, -0.2], [-0.7, -0.6, -1.3], [-0.3, -0.1, -0.8], [-0.2, -1.4, -0.8], [1.4, 3.3, 1.5], [-1.0, 0.5, -1.0], [-0.7, -0.6, -0.6], [-1.5, -2.0, -1.3], [1.4, -2.5, 2.9], [2.9, -0.9, -4.5], [0.2, 1.1, -1.4], [0.8, 0.4, -1.2], [1.8, -0.8, 1.5], [0.1, 0.6, -0.4], [1.7, -0.6, 0.7], [0.3, 0.7, 1.0], [-0.2, -2.0, -0.6], [-0.3, 1.3, 0.6], [-2.9, -0.5, 0.2], [1.8, -1.2, 0.4], [0.7, 1.4, 0.4], [-2.9, 3.9, -0.5], [-0.4, 4.1, 1.1], [1.6, -1.7, 2.8], [-5.0, 5.2, -0.9], [3.5, -3.9, 1.3], [-3.9, -1.5, -3.0], [0.8, 0.4, -1.7], [-4.4, 1.6, 3.6], [-0.5, -2.3, -1.6]]}

***

2.
{"formula": "CH3ClIO3P2", "method": "the ωB97M-V functional and the def2-TZVPD basis", "gap_ev": 7.48, "charge": -1, "e_homo_ev": -4.68, "smiles": "O=C([O-])[PH2](I)P(O)Cl", "elements": ["O", "C", "O", "P", "I", "P", "O", "Cl", "H", "H", "H"], "xyz": [[-1.811, 0.925, -1.607], [-0.827, 0.122, -1.736], [-0.387, -0.199, -3.026], [-0.062, -0.627, -0.167], [-0.135, -2.942, -1.114], [0.134, 1.316, 0.846], [-0.075, 0.958, 2.529], [2.116, 2.030, 0.646], [-0.954, -1.044, 0.879], [1.369, -0.826, 0.020], [0.633, 0.288, 2.730]], "forces_ev_per_a": [[2.7, -2.3, 1.6], [-1.9, 1.8, -8.1], [-0.7, 0.6, 6.9], [1.4, -0.2, 0.2], [-0.1, -1.5, -0.4], [-1.9, 2.9, 1.6], [2.0, -1.1, -1.7], [-0.1, -0.9, 0.2], [0.4, 0.3, -0.4], [-0.8, -0.2, -0.2], [-1.0, 0.7, 0.3]]}

***

3.
{"formula": "C2H11N2O", "method": "the ωB97M-V functional and the def2-TZVPD basis", "gap_ev": 10.63, "charge": 1, "e_homo_ev": -14.00, "e_above_lowest_kcal_mol": 10.9, "elements": ["N", "H", "H", "H", "H", "C", "O", "C", "N", "H", "H", "H", "H", "H", "H", "H"], "xyz": [[2.796, -0.739, 0.645], [2.614, -1.394, -0.108], [3.643, -0.224, 0.421], [1.817, 0.019, 0.795], [2.989, -1.297, 1.472], [-1.661, 0.511, -0.315], [-2.290, -0.398, -1.205], [-0.252, -0.041, -0.132], [0.631, 0.719, 0.784], [-1.662, 1.525, -0.720], [-2.184, 0.517, 0.646], [-2.871, 0.057, -1.826], [-0.355, -1.061, 0.242], [0.215, -0.105, -1.115], [0.756, 1.656, 0.427], [0.241, 0.734, 1.720]], "forces_ev_per_a": [[0.1, 0.0, 0.2], [0.0, 0.0, -0.2], [0.0, 0.0, -0.1], [-0.3, 0.1, -0.2], [0.0, 0.0, 0.1], [-0.2, -0.2, -0.2], [0.1, 0.1, 0.0], [-0.2, -0.1, -0.2], [0.2, -0.7, -0.2], [0.2, 0.1, 0.0], [0.0, 0.1, 0.0], [0.1, 0.0, 0.2], [0.1, 0.0, 0.0], [0.1, 0.1, 0.0], [0.0, 0.3, 0.3], [-0.1, 0.3, 0.0]]}

***

4.
{"formula": "C7H12", "method": "the ωB97M-V functional and the def2-TZVPD basis", "gap_ev": 10.23, "charge": 0, "e_homo_ev": -8.97, "smiles": "C[C@@H]1C=C[C@H](C)C1", "e_above_lowest_kcal_mol": 12.6, "elements": ["C", "C", "C", "C", "C", "C", "C", "H", "H", "H", "H", "H", "H", "H", "H", "H", "H", "H", "H"], "xyz": [[0.280, 1.434, -2.074], [-0.415, 0.396, -1.196], [0.531, -0.588, -0.469], [-0.231, -1.061, 0.804], [0.676, -1.211, 2.033], [-1.201, 0.064, 1.006], [-1.145, 0.966, 0.035], [0.925, 2.077, -1.467], [0.903, 0.963, -2.844], [-0.446, 2.076, -2.590], [-1.072, -0.198, -1.865], [0.868, -1.431, -1.081], [1.426, -0.014, -0.178], [-0.764, -2.002, 0.628], [1.259, -0.301, 2.242], [1.387, -2.028, 1.877], [0.092, -1.436, 2.933], [-1.715, 0.302, 1.928], [-1.356, 1.991, 0.279]], "forces_ev_per_a": [[0.1, 0.0, 0.0], [0.2, 0.2, 0.2], [0.0, -0.1, 0.0], [0.0, 0.0, 0.0], [0.0, -0.2, 0.0], [0.3, 0.8, 0.2], [0.4, -0.6, -0.4], [0.0, 0.0, -0.1], [-0.1, 0.0, 0.1], [0.1, -0.1, 0.1], [-0.1, 0.4, 0.5], [-0.1, 0.1, -0.1], [-0.2, -0.2, 0.1], [0.2, -0.1, 0.0], [-0.3, -0.1, -0.2], [0.0, 0.0, 0.1], [0.1, 0.0, -0.1], [0.2, -0.3, 0.3], [-0.8, 0.4, -0.8]]}

***

5.
{"formula": "C4H6ClFN2O", "method": "the ωB97M-V functional and the def2-TZVPD basis", "gap_ev": [7.20, 7.19], "charge": 0, "e_homo_ev": [-7.63, -7.63], "e_above_lowest_kcal_mol": 42.3, "elements": ["C", "C", "C", "C", "N", "N", "O", "F", "Cl", "H", "H", "H", "H", "H", "H"], "xyz": [[-0.425, 0.285, 0.200], [-1.966, -1.446, -0.293], [-0.499, 1.699, 0.756], [1.847, -1.747, -1.302], [-1.595, -0.209, -0.128], [0.765, -1.562, -0.409], [0.740, -0.267, 0.004], [-1.590, -2.339, 0.579], [1.552, -0.861, -2.845], [-2.770, -1.788, -1.041], [-0.136, 2.482, -0.064], [-0.026, 1.805, 1.682], [-1.469, 1.964, 0.852], [1.894, -2.747, -1.516], [2.874, -1.390, -0.772]], "forces_ev_per_a": [[0.6, 1.1, 0.8], [0.4, 1.6, -0.4], [3.0, 0.2, -3.7], [1.5, 3.5, 3.1], [-1.0, -2.4, -1.6], [-0.9, -2.0, -0.6], [-0.8, 1.8, 0.3], [-0.4, -0.7, 0.0], [0.4, 0.2, -0.6], [1.4, 0.6, 1.4], [-0.1, -1.7, 1.8], [1.1, 0.3, 1.2], [-3.2, 0.4, 0.5], [0.1, -2.4, -0.6], [-2.0, -0.5, -1.7]]}

***

6.
{"formula": "C17H21N3O3S", "method": "the ωB97M-V functional and the def2-TZVPD basis", "gap_ev": 7.84, "charge": 0, "e_homo_ev": -7.77, "smiles": "O=c1c2cc(N3CCOCC3)ccc2[nH]c(=S)n1C[C@@H]1CCCO1", "e_above_lowest_kcal_mol": 37.0, "elements": ["O", "C", "N", "C", "N", "C", "C", "C", "C", "C", "C", "H", "N", "C", "H", "C", "H", "O", "C", "H", "C", "H", "H", "H", "H", "H", "H", "H", "H", "S", "C", "H", "H", "C", "H", "O", "C", "H", "C", "H", "H", "C", "H", "H", "H"], "xyz": [[1.154, -1.009, -1.184], [0.202, -0.264, -1.078], [-0.782, -0.215, -2.064], [-1.869, 0.619, -2.027], [-2.003, 1.431, -0.948], [-1.119, 1.472, 0.103], [-1.292, 2.315, 1.197], [-0.370, 2.322, 2.220], [0.758, 1.482, 2.207], [0.916, 0.637, 1.107], [0.000, 0.633, 0.064], [1.741, -0.053, 1.033], [1.652, 1.434, 3.256], [1.382, 2.104, 4.511], [0.313, 2.085, 4.721], [2.102, 1.345, 5.634], [1.990, 1.874, 6.582], [3.484, 1.240, 5.401], [3.728, 0.576, 4.183], [4.812, 0.542, 4.063], [3.078, 1.322, 3.017], [3.273, 0.798, 2.085], [3.523, 2.329, 2.954], [3.331, -0.450, 4.228], [1.662, 0.340, 5.723], [1.736, 3.146, 4.493], [-0.523, 3.010, 3.036], [-2.146, 2.974, 1.233], [-2.812, 2.038, -0.951], [-3.005, 0.691, -3.218], [-0.624, -1.096, -3.205], [-0.865, -0.545, -4.117], [0.421, -1.405, -3.229], [-1.525, -2.351, -3.141], [-2.565, -2.055, -3.311], [-1.167, -3.238, -4.177], [-0.182, -4.147, -3.699], [-0.510, -5.154, -3.980], [-0.090, -3.974, -2.175], [0.803, -3.413, -1.900], [-0.074, -4.931, -1.658], [-1.338, -3.154, -1.852], [-2.201, -3.805, -1.706], [-1.217, -2.529, -0.970], [0.776, -3.946, -4.193]], "forces_ev_per_a": [[0.0, 0.0, 0.1], [0.2, 0.0, 0.1], [0.0, 0.2, 0.2], [-0.5, 0.4, 0.0], [0.0, -0.1, -0.1], [0.7, -0.2, 0.4], [0.0, -0.1, -0.2], [0.2, 0.0, 0.0], [-0.4, -0.1, -0.5], [-0.1, 0.2, 0.0], [-0.3, 0.4, 0.2], [0.1, -0.1, 0.0], [0.2, -0.1, 0.5], [0.2, -0.2, 0.2], [0.0, 0.0, 0.0], [-0.4, 0.2, 0.0], [-0.1, 0.0, 0.0], [0.1, 0.1, 0.1], [0.1, 0.0, -0.4], [-0.1, 0.0, 0.0], [0.2, -0.1, 0.2], [0.0, 0.0, 0.0], [0.0, -0.1, -0.1], [0.0, 0.1, 0.0], [0.0, 0.1, 0.0], [-0.1, 0.0, 0.0], [0.0, 0.1, 0.1], [-0.1, 0.1, 0.0], [0.1, -0.2, -0.1], [-0.4, 0.1, -0.4], [0.0, -0.6, -0.6], [0.1, 0.0, 0.2], [-0.1, 0.1, 0.0], [-0.2, 0.3, 0.4], [0.2, 0.0, 0.1], [0.0, 0.1, -0.2], [0.3, -0.4, 0.0], [0.1, 0.1, 0.0], [0.0, 0.0, -0.1], [0.0, 0.0, 0.0], [0.0, 0.0, 0.0], [0.0, 0.0, -0.2], [0.0, 0.0, 0.0], [0.0, 0.0, 0.1], [-0.1, -0.1, 0.0]]}

***

E_tot list, top to bottom, in eV: -33093.620, -46429.709, -7273.804, -7452.884, -24508.099, -39418.560